This record from the Open Molecules 2025 dataset describes a molecular structure, C14H30NO3P2Sr at a distorted geometry. The level of theory is ωB97M-V/def2-TZVPD.

The geometry in XYZ format:
```
51
Properties=species:S:1:pos:R:3
Sr 0.24 1.03 0.75
P 2.76 -0.67 0.56
C 2.55 -0.60 -1.20
C 1.31 -0.91 -1.82
N 0.09 -0.36 -1.43
C -1.04 -0.89 -1.95
C -1.04 -1.90 -2.91
C 0.19 -2.38 -3.38
C 1.36 -1.86 -2.86
C -2.39 -0.39 -1.43
P -2.35 1.31 -0.70
H 2.34 -2.23 -3.16
H -2.00 -2.27 -3.28
H 0.21 -3.17 -4.12
H -3.15 -0.38 -2.23
H -2.79 -1.06 -0.64
H 2.39 1.64 -1.50
H 3.41 -0.38 -1.84
H 1.07 3.23 -1.25
O 2.55 2.57 -1.37
H 3.12 2.79 -2.13
H 0.35 3.38 0.14
O 0.19 3.20 -0.83
H -0.28 3.96 -1.17
C -2.70 2.26 -2.21
H -3.66 1.93 -2.63
H -2.77 3.34 -1.98
H -1.91 2.11 -2.96
C -3.99 1.33 0.10
H -4.11 2.29 0.61
H -4.79 1.19 -0.65
H -4.06 0.53 0.86
C 2.66 -2.49 0.65
H 3.58 -2.88 0.20
H 2.57 -2.76 1.70
H 1.80 -2.86 0.09
C 4.56 -0.38 0.75
H 4.73 -0.22 1.82
H 5.10 -1.27 0.42
H 4.92 0.50 0.21
C -2.08 -1.14 3.44
C -1.11 -0.02 3.74
C 0.14 -0.45 4.50
O -0.77 0.65 2.57
H -1.58 -1.95 2.89
H -2.90 -0.77 2.81
H -2.52 -1.57 4.34
H -1.63 0.69 4.41
H 0.66 -1.27 3.98
H 0.84 0.38 4.60
H -0.11 -0.80 5.50
```

Calculated values
Kohn-Sham gap   3.9 eV
Charge   +1
ΔE to the lowest compared entry with this formula, charge and spin   418.3 kJ/mol
HOMO energy   -8.9 eV



This record from the Open Molecules 2025 dataset describes 2 unconnected molecules or ions with the total composition C2H3ClO2S at a distorted geometry. The level of theory is ωB97M-V/def2-TZVPD.

The geometry in XYZ format:
```
9
Properties=species:S:1:pos:R:3
C 0.23 0.73 -0.37
C -0.87 0.05 0.37
O 0.28 -2.09 -0.74
O 1.66 -1.01 1.03
S 0.63 -0.92 0.03
Cl -1.27 0.71 1.96
H -0.13 1.90 -2.18
H 1.00 1.33 0.03
H -1.53 -0.69 -0.12
```

Calculated values
Kohn-Sham gap (spin up / spin down)   8.5 / 8.4 eV
ΔE to the lowest compared entry with this formula, charge and spin   634.5 kJ/mol
HOMO energy (spin up / spin down)   -10.2 / -9.5 eV



This record from the Open Molecules 2025 dataset describes 2 unconnected molecules or ions with the total composition C5H14 at a distorted geometry. The level of theory is ωB97M-V/def2-TZVPD.

The geometry in XYZ format:
```
19
Properties=species:S:1:pos:R:3
C -0.98 -0.55 1.00
C -0.43 0.45 2.01
C -0.80 1.91 1.69
H -0.83 -0.27 -0.04
H -2.03 -0.79 1.18
H -0.50 -1.51 1.19
H -0.75 0.18 3.02
H 0.66 0.37 2.00
H -1.65 1.92 1.00
H -1.05 2.49 2.57
H 0.02 2.43 1.20
C 1.26 -0.10 -2.05
C 0.78 -1.53 -2.14
H 1.33 0.38 -3.03
H 0.71 0.52 -1.34
H 2.31 -0.11 -1.74
H -0.16 -1.68 -2.67
H 0.67 -1.96 -1.14
H 1.45 -2.18 -2.71
```

Calculated values
Kohn-Sham gap   12.5 eV
SMILES   CCC.CC
ΔE to the lowest compared entry with this formula, charge and spin   24.1 kJ/mol
HOMO energy   -11.3 eV



This record from the Open Molecules 2025 dataset describes C4H8O2 in the gas phase. The level of theory is ωB97M-V/def2-TZVPD.

The geometry in XYZ format:
```
14
Properties=species:S:1:pos:R:3
C 0.24 1.07 -1.94
C -0.28 0.58 -0.61
O 0.48 -0.56 -0.23
C -0.05 -1.26 0.86
C 0.18 -0.62 2.21
O -0.47 -0.91 3.18
H 0.10 0.30 -2.71
H 1.30 1.31 -1.88
H -0.30 1.97 -2.26
H -0.19 1.37 0.16
H -1.35 0.31 -0.68
H 0.45 -2.24 0.88
H -1.13 -1.45 0.76
H 1.02 0.11 2.27
```

Calculated values
Kohn-Sham gap   10.7 eV
SMILES   CCOCC=O
ΔE to the lowest compared entry with this formula, charge and spin   150.9 kJ/mol
HOMO energy   -9.7 eV



This record from the Open Molecules 2025 dataset describes 2 unconnected molecules or ions with the total composition C19H14N5O12 at a distorted geometry. The level of theory is ωB97M-V/def2-TZVPD.

The geometry in XYZ format:
```
50
Properties=species:S:1:pos:R:3
C 0.15 3.43 1.66
C 1.42 3.11 0.89
C 2.34 4.32 0.70
O 2.20 2.11 1.56
C 1.73 0.82 1.57
O 2.07 0.07 2.47
C 0.82 0.44 0.49
C 0.00 -0.76 0.70
C -1.22 -0.51 1.58
C -2.42 -0.13 0.97
C -3.56 0.08 1.74
C -3.49 -0.10 3.13
N -4.68 -0.01 3.91
O -4.61 -0.21 5.14
O -5.75 0.25 3.32
C -2.26 -0.43 3.76
C -1.14 -0.65 2.97
C 0.39 1.45 -0.47
O -0.55 1.30 -1.23
O 1.10 2.64 -0.44
H -0.48 2.54 1.80
H 0.41 3.84 2.64
H -0.42 4.18 1.09
H 3.26 4.01 0.19
H 1.84 5.09 0.10
H 2.61 4.73 1.68
H -0.35 -1.09 -0.28
H 0.66 -1.49 1.19
H -2.44 0.02 -0.11
H -4.50 0.37 1.27
H -2.22 -0.52 4.84
H -0.18 -0.89 3.43
O -0.31 -4.98 -4.61
N -0.21 -3.76 -4.78
O -0.62 -3.19 -5.82
C 0.38 -2.89 -3.79
C 0.48 -1.52 -4.05
C 1.12 -0.66 -3.12
N 1.52 0.67 -3.50
O 1.19 1.11 -4.62
O 2.20 1.33 -2.68
C 1.53 -1.13 -1.85
C 1.42 -2.49 -1.60
N 1.98 -3.25 -0.57
O 2.52 -2.96 0.48
O 1.80 -4.60 -0.94
N 1.18 -4.69 -2.17
C 0.93 -3.41 -2.55
H 0.15 -1.11 -5.00
H 2.02 -0.49 -1.12
```

Calculated values
Kohn-Sham gap   4.8 eV
Charge   -1
ΔE to the lowest compared entry with this formula, charge and spin   76.3 kJ/mol
HOMO energy   -4.8 eV



This record from the Open Molecules 2025 dataset describes 3 unconnected molecules or ions with the total composition C20H44BrFO8Si at a distorted geometry. The level of theory is ωB97M-V/def2-TZVPD.

The geometry in XYZ format:
```
75
Properties=species:S:1:pos:R:3
C -5.51 1.11 0.22
C -4.44 1.39 1.26
Br -5.13 2.46 2.74
C -3.23 2.06 0.57
Si -1.83 0.79 0.37
C -1.22 0.81 -1.43
C -1.57 -0.51 -2.14
O -2.04 -0.27 -3.47
C -3.38 -0.30 -3.53
O -4.00 0.58 -3.92
C -0.46 1.17 1.66
C -0.17 0.04 2.62
F 0.69 1.57 0.97
H -5.09 0.46 -0.53
H -6.38 0.64 0.66
H -5.75 2.05 -0.27
H -4.15 0.44 1.68
H -3.54 2.42 -0.40
H -2.91 2.92 1.14
H -2.39 -0.55 0.67
H -0.15 0.98 -1.44
H -1.71 1.64 -1.92
H -2.36 -1.00 -1.57
H -0.69 -1.14 -2.14
H -3.90 -1.22 -3.20
H -0.79 2.03 2.24
H 0.32 0.43 3.50
H 0.47 -0.68 2.15
H -1.11 -0.40 2.93
C 3.33 -0.06 5.18
O 2.84 -1.26 5.72
C 3.87 -2.16 6.10
C 3.39 -3.10 7.18
O 3.37 -2.53 8.48
C 2.32 -1.61 8.76
C 0.96 -2.26 8.94
O 0.37 -2.54 7.68
C -0.62 -3.54 7.77
H 3.92 -0.25 4.27
H 2.48 0.57 4.92
H 3.95 0.47 5.91
H 4.74 -1.60 6.47
H 4.17 -2.73 5.22
H 4.12 -3.92 7.25
H 2.43 -3.54 6.92
H 2.28 -0.81 8.02
H 2.59 -1.16 9.72
H 0.30 -1.58 9.49
H 1.08 -3.19 9.52
H -0.19 -4.49 8.12
H -1.02 -3.70 6.77
H -1.43 -3.24 8.44
C 2.46 3.30 -9.10
O 1.89 2.09 -8.65
C 2.86 1.17 -8.18
C 2.24 0.21 -7.19
O 2.08 0.75 -5.88
C 1.01 1.67 -5.70
C -0.36 1.04 -5.69
O -0.81 0.81 -7.02
C -1.81 -0.18 -7.08
H 3.15 3.12 -9.93
H 1.66 3.95 -9.44
H 3.00 3.80 -8.28
H 3.68 1.71 -7.70
H 3.24 0.61 -9.04
H 2.94 -0.62 -7.06
H 1.31 -0.21 -7.57
H 1.07 2.49 -6.42
H 1.18 2.10 -4.70
H -1.07 1.71 -5.20
H -0.32 0.10 -5.13
H -1.43 -1.14 -6.70
H -2.10 -0.30 -8.12
H -2.69 0.12 -6.50
```

Calculated values
Kohn-Sham gap   9.7 eV
SMILES   C[C@H](Br)C[Si@@H](CCOC=O)[C@@H](C)F.COCCOCCOC.COCCOCCOC
ΔE to the lowest compared entry with this formula, charge and spin   50.2 kJ/mol
HOMO energy   -9.1 eV



This record from the Open Molecules 2025 dataset describes a gas-phase ion, C8H10N3S (charge +1) at a distorted geometry. The level of theory is ωB97M-V/def2-TZVPD.

The geometry in XYZ format:
```
22
Properties=species:S:1:pos:R:3
N -2.69 -2.97 0.07
C -2.65 -1.66 -0.03
N -1.59 -0.82 0.12
C -1.96 0.58 0.09
S -3.43 1.28 0.22
N -0.76 1.51 -0.15
C 0.56 1.18 -0.15
C 1.46 1.98 0.56
C 2.80 1.66 0.65
C 3.29 0.52 -0.11
C 2.41 -0.30 -0.81
C 1.08 0.05 -0.84
H -3.49 -3.48 0.31
H -1.94 -3.60 0.26
H -3.68 -1.13 -0.15
H -0.58 -1.05 0.16
H -0.89 2.50 0.18
H 1.05 2.89 1.17
H 3.50 2.17 1.23
H 4.40 0.47 -0.01
H 2.80 -1.22 -1.29
H 0.32 -0.57 -1.47
```

Calculated values
Kohn-Sham gap   7.0 eV
Charge   +1
SMILES   N/C=[NH+]/C(=S)Nc1ccccc1
ΔE to the lowest compared entry with this formula, charge and spin   57.3 kJ/mol
HOMO energy   -11.7 eV



This record from the Open Molecules 2025 dataset describes C23H44BClFNO9SSi in the gas phase at a distorted geometry. The level of theory is ωB97M-V/def2-TZVPD.

The geometry in XYZ format:
```
82
Properties=species:S:1:pos:R:3
C 3.43 -4.69 -2.72
C 2.10 -3.77 -2.77
O 1.03 -4.26 -1.92
C -0.25 -3.61 -2.28
C -1.12 -3.44 -0.94
C -2.35 -2.38 -1.10
C -2.81 -1.74 0.32
C -2.51 -0.15 0.44
C -1.18 0.24 1.25
F -0.38 -0.99 1.29
C -1.35 0.62 2.79
O -0.10 0.20 3.47
C -0.34 -0.85 4.38
N -0.23 -1.98 4.83
B -2.60 -0.03 3.61
O -3.31 -1.26 3.36
O -3.05 0.71 4.80
C -4.38 1.27 4.59
C -4.45 2.58 5.56
O -1.41 2.06 3.09
S -2.51 2.84 2.08
O -3.17 4.01 2.76
O -1.52 3.50 0.91
C -1.18 2.58 -0.16
C -0.29 3.53 -1.17
C -1.07 3.70 -2.60
C 0.03 3.67 -3.79
C 0.05 2.25 -4.56
O 1.41 1.67 -4.56
C -0.34 1.26 0.32
Cl 1.14 2.00 1.19
C 0.22 0.46 -0.98
C 1.79 0.15 -0.99
O 2.24 -0.77 0.03
Si 3.91 -0.56 0.45
C 5.15 -1.30 -0.81
C 4.44 1.23 0.85
C 4.17 -1.57 2.09
H 3.22 -5.80 -2.53
H 3.93 -4.63 -3.77
H 4.21 -4.30 -1.97
H 2.39 -2.71 -2.43
H 1.72 -3.75 -3.85
H -0.10 -2.63 -2.86
H -0.80 -4.38 -2.93
H -1.62 -4.46 -0.75
H -0.41 -3.18 -0.08
H -2.05 -1.57 -1.87
H -3.20 -2.98 -1.59
H -2.46 -2.35 1.21
H -3.97 -1.82 0.31
H -2.48 0.22 -0.67
H -3.48 0.35 0.84
H -4.02 -1.07 2.69
H -5.15 0.54 5.00
H -4.63 1.51 3.50
H -3.76 3.42 5.22
H -4.04 2.22 6.58
H -5.52 2.96 5.71
H -2.13 2.33 -0.74
H -0.19 4.60 -0.76
H 0.76 3.11 -1.34
H -1.83 2.87 -2.79
H -1.60 4.72 -2.59
H -0.28 4.48 -4.54
H 1.06 3.95 -3.36
H -0.28 2.38 -5.64
H -0.65 1.49 -4.02
H 1.43 1.00 -3.83
H 0.00 1.01 -1.98
H -0.31 -0.56 -1.14
H 1.98 -0.41 -2.00
H 2.46 1.10 -1.09
H 5.41 -0.55 -1.65
H 6.15 -1.43 -0.23
H 4.88 -2.33 -1.21
H 4.24 1.98 0.00
H 5.57 1.26 1.06
H 3.89 1.56 1.79
H 3.74 -0.94 2.96
H 5.26 -1.88 2.25
H 3.44 -2.47 2.00
```

Calculated values
Kohn-Sham gap   9.3 eV
HOMO energy   -9.7 eV



This record from the Open Molecules 2025 dataset describes C3H6N2O2 in the gas phase at a distorted geometry. The level of theory is ωB97M-V/def2-TZVPD.

The geometry in XYZ format:
```
13
Properties=species:S:1:pos:R:3
C -0.47 0.36 -2.06
C -0.95 -0.60 -0.96
N -0.26 -0.70 0.16
O 0.99 0.04 0.12
C 1.15 0.67 1.51
N 0.93 0.26 2.63
O 0.14 -0.83 2.87
H 0.32 1.02 -1.64
H -0.22 -0.19 -3.01
H -1.39 1.07 -2.24
H -1.93 -1.20 -1.03
H 1.79 1.55 1.61
H -0.10 -1.45 2.06
```

Calculated values
Kohn-Sham gap   10.5 eV
SMILES   C/C=N\O/C=N\O
ΔE to the lowest compared entry with this formula, charge and spin   631.3 kJ/mol
HOMO energy   -9.8 eV



This record from the Open Molecules 2025 dataset describes C4H8N2 in the gas phase at a distorted geometry. The level of theory is ωB97M-V/def2-TZVPD.

The geometry in XYZ format:
```
14
Properties=species:S:1:pos:R:3
C 2.05 -0.19 0.04
C 0.87 0.39 -0.32
N 0.40 1.60 0.21
N 0.12 -0.28 -1.30
C -0.75 -0.89 -0.61
C -1.72 -0.60 0.49
H 2.76 0.36 0.64
H 2.43 -1.06 -0.47
H -0.46 1.92 -0.21
H 1.10 2.32 0.21
H -0.87 -1.95 -1.01
H -2.71 -0.37 0.07
H -1.83 -1.47 1.13
H -1.40 0.22 1.12
```

Calculated values
Kohn-Sham gap   9.0 eV
SMILES   C=C(N)/N=C\C
ΔE to the lowest compared entry with this formula, charge and spin   231.5 kJ/mol
HOMO energy   -8.1 eV



This record from the Open Molecules 2025 dataset describes a molecular structure, C2H8MnNO at a distorted geometry. The level of theory is ωB97M-V/def2-TZVPD.

The geometry in XYZ format:
```
13
Properties=species:S:1:pos:R:3
C 0.88 -1.26 -1.28
Mn -0.14 -0.12 -0.06
N 0.14 1.64 1.02
H -1.20 0.35 -1.15
H -0.81 1.93 1.28
H 1.24 -0.02 -0.66
H 1.01 -1.04 -2.34
H -0.17 -1.60 -1.12
H 1.57 -2.01 -0.90
H 0.66 1.55 1.89
H 0.55 2.43 0.51
O -2.32 -1.03 1.76
C -1.41 -0.82 1.04
```

Calculated values
Multiplicity   4
Kohn-Sham gap (spin up / spin down)   7.7 / 8.2 eV
Charge   +1
ΔE to the lowest compared entry with this formula, charge and spin   0.0 kJ/mol
HOMO energy (spin up / spin down)   -13.6 / -13.8 eV



This record from the Open Molecules 2025 dataset describes 2 unconnected molecules or ions with the total composition C4H14NOS at a distorted geometry. The level of theory is ωB97M-V/def2-TZVPD.

The geometry in XYZ format:
```
21
Properties=species:S:1:pos:R:3
C -0.43 -1.27 1.45
C 0.05 -0.45 0.28
C -0.30 -1.27 -1.01
C 0.62 -0.85 -2.15
S 0.63 0.84 -2.88
N -0.81 0.83 0.20
H -0.29 -0.85 2.46
H -0.13 -2.31 1.39
H -1.53 -1.31 1.41
H 1.01 0.03 0.36
H 0.10 -2.27 -0.85
H -1.36 -1.19 -1.22
H 0.29 -1.47 -3.00
H 1.63 -1.13 -1.86
H 1.83 1.29 -2.52
H -0.72 1.22 -0.75
H -0.78 1.51 0.97
H -1.79 0.53 0.20
H 0.57 2.55 3.28
H 1.11 2.86 1.89
O 0.30 2.70 2.37
```

Calculated values
Kohn-Sham gap   10.2 eV
Charge   +1
ΔE to the lowest compared entry with this formula, charge and spin   73.4 kJ/mol
HOMO energy   -13.1 eV



This record from the Open Molecules 2025 dataset describes C6H10O in the gas phase at a distorted geometry. The level of theory is ωB97M-V/def2-TZVPD.

The geometry in XYZ format:
```
17
Properties=species:S:1:pos:R:3
C 0.47 3.01 -0.52
C -0.28 1.99 0.33
C 0.19 0.56 0.07
C -0.53 -0.57 0.25
C 0.15 -1.87 0.20
C -0.48 -2.97 -0.18
O 0.24 -4.16 -0.29
H -0.03 3.28 -1.44
H 1.41 2.55 -0.89
H 0.98 3.80 0.04
H -1.35 2.04 0.15
H -0.03 2.06 1.38
H 1.19 0.38 -0.30
H -1.56 -0.48 0.59
H 1.14 -1.91 0.62
H -1.52 -3.02 -0.47
H 0.01 -4.70 0.46
```

Calculated values
Kohn-Sham gap   9.5 eV
SMILES   CC/C=C/C=C/O
ΔE to the lowest compared entry with this formula, charge and spin   151.1 kJ/mol
HOMO energy   -8.5 eV



This record from the Open Molecules 2025 dataset describes 2 unconnected molecules or ions with the total composition C5H10O2 at a distorted geometry. The level of theory is ωB97M-V/def2-TZVPD.

The geometry in XYZ format:
```
17
Properties=species:S:1:pos:R:3
C -0.08 -1.71 -1.84
O 0.52 -0.69 -1.09
C -0.37 0.15 -0.44
C -1.14 -0.29 0.82
C 0.09 0.51 0.89
C 1.23 0.74 1.50
O 2.36 1.11 0.85
H -0.68 -1.30 -2.67
H -0.73 -2.33 -1.21
H 0.73 -2.32 -2.24
H -0.92 0.84 -1.09
H -2.12 0.16 0.96
H -1.03 -1.30 1.19
H 1.34 0.72 2.58
H 2.27 0.79 -0.07
H -1.06 2.58 0.76
H -0.43 2.33 1.10
```

Calculated values
Kohn-Sham gap   9.5 eV
SMILES   CO[C@H]1C/C1=C/O.[H][H]
ΔE to the lowest compared entry with this formula, charge and spin   477.2 kJ/mol
HOMO energy   -8.6 eV